1.
14
Properties=species:S:1:pos:R:3:forces:R:3 method="wB97M-V/def2-TZVPD" de_lowest_kj_mol=121.0 gap_ha=0.3185 homo_ev=-7.5 fmax_ev_per_a=1.78 smiles="C=C(C)NC"
C 1.24416 1.17592 1.00057 0.19 -0.08 0.48
C 0.59410 0.22242 0.32479 -1.12 0.92 0.17
C 0.04117 -0.99143 1.07644 0.64 0.27 -0.53
N 0.18591 0.33135 -1.01165 -0.12 -1.19 0.15
C -1.14693 -0.15037 -1.40415 1.13 1.30 -0.46
H 1.06006 1.20532 2.07593 0.91 -0.38 -0.12
H 1.86006 1.95662 0.57096 -0.53 0.22 -0.18
H 0.87204 -1.44341 1.62568 -0.20 0.06 0.00
H -0.25028 -1.69657 0.30379 -0.38 -0.31 0.33
H -0.76042 -0.78279 1.78626 -0.08 0.04 -0.25
H 0.72920 0.76397 -1.73446 0.14 0.27 0.36
H -1.90299 0.11056 -0.66563 0.08 -0.43 0.28
H -1.12661 -1.19267 -1.69739 -0.46 -0.26 0.03
H -1.39947 0.49108 -2.25115 -0.19 -0.43 -0.27

***

2.
145
Properties=species:S:1:pos:R:3:forces:R:3 method="wB97M-V/def2-TZVPD" de_lowest_kj_mol=264.3 gap_ha=0.3514 homo_ev=-9.0 fmax_ev_per_a=2.77 smiles=COC[C@H](C)N.COC[C@H](C)N.COC[C@H](C)N.COC[C@H](C)N.COC[C@H](C)N.COC[C@H](C)N.COC[C@H](C)N.COC[C@H](C)N.CCO
C -24.57419 2.35485 -12.33493 -0.56 0.06 1.66
O -23.45766 1.56172 -11.92931 -0.33 0.47 -1.37
C -23.36634 0.38382 -12.71738 0.73 -0.86 0.40
C -22.61138 -0.62411 -11.83185 0.24 0.69 0.26
C -22.34438 -1.95669 -12.47217 -0.70 -0.82 0.28
N -23.34420 -0.77485 -10.53949 -0.51 0.22 -1.26
H -24.56132 3.30734 -11.80037 0.49 0.00 -0.08
H -25.44263 1.85338 -11.88923 -0.36 0.02 -0.68
H -24.69778 2.56697 -13.39595 0.29 -0.41 -0.15
H -24.34059 -0.04272 -12.98652 -0.26 0.20 0.25
H -22.84466 0.54086 -13.66727 0.15 0.31 0.04
H -21.63994 -0.17244 -11.60519 -0.06 0.14 0.15
H -21.85529 -2.62593 -11.76057 0.26 0.20 -0.02
H -21.75403 -1.91673 -13.38489 -0.03 0.15 -0.03
H -23.29535 -2.46772 -12.66828 0.02 0.11 -0.32
H -24.24653 -1.16417 -10.84047 0.21 -0.56 0.37
H -23.66560 0.17772 -10.36451 0.45 0.05 0.50
C -21.32569 7.08391 -6.83484 -2.01 -0.07 0.18
O -20.91382 6.04701 -5.98601 0.88 -0.24 -0.40
C -21.04861 6.30713 -4.60114 -0.32 -0.02 -0.32
C -20.87905 4.97514 -3.89478 0.67 0.07 0.20
C -21.20376 5.04035 -2.41465 -0.02 -0.28 0.26
N -19.46320 4.59197 -4.03373 0.00 -0.66 -0.30
H -22.42705 7.16251 -6.76859 -0.02 0.26 0.40
H -21.25705 6.80417 -7.88362 1.01 0.00 0.23
H -20.94908 8.07563 -6.58023 0.53 -0.11 -0.22
H -20.27528 6.98725 -4.22780 0.00 0.16 -0.15
H -22.03899 6.76140 -4.47372 -0.05 -0.11 0.47
H -21.57274 4.27278 -4.37022 -0.01 -0.10 -0.06
H -20.50851 5.63302 -1.81668 -0.14 0.58 -0.42
H -21.08067 4.06303 -1.93764 -0.36 -0.20 -0.31
H -22.23878 5.36834 -2.31033 0.08 0.05 0.39
H -19.29327 3.70163 -3.57177 -0.12 0.17 0.28
H -19.22539 4.37585 -4.99983 -0.15 0.45 -0.07
C -22.69089 5.64777 -12.78624 0.48 -1.09 -0.55
O -21.34403 5.23307 -12.76883 0.70 -0.04 -0.01
C -21.08543 3.98520 -12.07718 -1.18 2.51 -0.02
C -19.58011 3.78365 -12.01347 -0.46 -1.05 0.06
C -18.90494 3.83100 -13.36550 0.38 -0.18 -0.18
N -19.27900 2.48155 -11.39099 -0.36 -0.45 -0.01
H -23.27131 4.90043 -13.34992 -0.17 0.19 -0.02
H -22.67098 6.57597 -13.35179 -0.42 0.20 0.37
H -23.13773 5.69136 -11.78593 0.12 0.44 0.04
H -21.46612 4.21899 -11.07290 0.09 -0.76 0.34
H -21.76499 3.25487 -12.52083 0.66 -0.70 -0.05
H -19.19363 4.56301 -11.35248 0.11 0.09 -0.08
H -19.13538 4.73570 -13.92313 -0.13 -0.05 0.00
H -19.18431 2.94348 -13.94147 -0.28 0.16 -0.14
H -17.82006 3.74776 -13.27135 -0.01 0.15 0.23
H -19.91984 2.27737 -10.62461 0.16 0.35 0.25
H -19.54370 1.74005 -12.03872 0.30 0.17 -0.28
C -20.26148 3.29240 -8.24589 -0.46 0.60 -0.20
O -20.98544 2.17906 -8.73379 0.17 -0.26 -0.53
C -21.68883 1.53208 -7.69912 0.11 -0.05 0.92
C -23.02433 2.21083 -7.40745 -0.79 0.25 0.14
C -23.78557 1.60991 -6.22466 -0.06 -0.27 0.21
N -23.84896 2.24449 -8.63366 0.35 -0.68 -0.81
H -19.92505 3.88893 -9.09475 0.10 -0.19 -0.09
H -19.39040 3.00327 -7.65294 -0.08 -0.08 0.11
H -20.94072 3.94082 -7.68560 0.30 0.04 0.32
H -21.89528 0.48957 -7.95843 0.05 0.09 -0.42
H -21.01302 1.48702 -6.83385 -0.30 0.08 0.27
H -22.94060 3.28111 -7.19639 0.68 -0.09 0.27
H -24.83761 1.89383 -6.28164 -0.01 0.02 -0.08
H -23.43440 1.94807 -5.24784 0.25 0.25 -0.17
H -23.74306 0.51923 -6.14726 0.03 -0.07 -0.45
H -24.37916 1.38841 -8.79160 -0.11 -0.07 0.64
H -23.16804 2.17535 -9.39679 -0.23 0.57 -0.08
C -28.10962 0.64219 -9.17009 -0.75 0.33 -0.22
O -27.81989 -0.72357 -9.18659 0.16 -0.70 -0.27
C -27.39470 -1.27566 -7.94739 0.17 0.59 -0.37
C -27.10842 -2.76604 -8.08273 1.22 0.48 -0.33
C -26.66913 -3.23950 -6.70031 -1.06 -0.37 -0.03
N -26.00194 -3.01931 -9.03410 -0.28 0.67 -0.16
H -27.31832 1.28899 -8.78742 0.28 -0.17 0.23
H -29.03715 0.83688 -8.61491 0.15 0.05 0.20
H -28.31224 0.95480 -10.19695 0.11 -0.14 -0.01
H -26.45154 -0.76517 -7.70839 -0.04 -0.02 0.52
H -28.15209 -1.09938 -7.17329 0.04 0.10 0.03
H -27.99831 -3.20664 -8.54171 -0.08 -0.38 0.62
H -27.49021 -3.04236 -6.00540 0.21 -0.06 0.23
H -25.77986 -2.69956 -6.37498 -0.01 0.11 -0.07
H -26.45259 -4.30624 -6.65597 0.01 -0.02 -0.18
H -26.06692 -2.23708 -9.68454 0.15 -0.35 -0.35
H -25.08746 -2.90731 -8.59072 -0.15 -0.05 0.13
C -21.78367 -6.21834 -5.85960 -0.08 0.43 0.62
O -21.85424 -4.87894 -5.36735 0.30 -0.79 -0.07
C -22.64433 -4.06735 -6.18601 -0.64 1.58 0.25
C -21.84724 -3.40224 -7.31875 0.53 0.19 -0.26
C -20.95223 -2.25621 -6.84015 -0.19 0.17 -1.14
N -22.73578 -2.94270 -8.39339 -0.30 -0.67 -0.24
H -21.03159 -6.78213 -5.30964 0.20 0.31 0.06
H -21.51260 -6.20813 -6.91436 -0.25 -0.30 -0.15
H -22.73662 -6.69960 -5.63102 -0.13 -0.17 -0.55
H -23.59317 -4.49123 -6.54232 0.43 -0.73 -0.28
H -23.03395 -3.27494 -5.53076 0.28 0.13 -0.01
H -21.16253 -4.15786 -7.72354 0.02 -0.12 0.09
H -20.57047 -1.75681 -7.73935 0.21 -0.19 -0.03
H -20.07717 -2.62305 -6.31082 -0.25 0.20 0.55
H -21.52539 -1.45401 -6.37119 0.09 -0.30 0.65
H -22.43851 -2.14111 -8.94329 0.16 0.27 0.50
H -22.74042 -3.68005 -9.09374 -0.49 -0.03 0.08
C -12.18415 2.69370 -7.68765 1.08 -0.52 -0.82
O -13.44695 3.26227 -7.61428 -0.57 -0.51 0.84
C -14.23206 3.29510 -8.79997 0.31 0.60 0.34
C -15.72231 3.32887 -8.37941 1.60 0.23 0.24
C -16.57681 3.25982 -9.62878 -0.08 -0.41 0.56
N -15.93805 4.48537 -7.50750 -0.60 0.31 -0.44
H -11.52579 3.31114 -8.31208 0.16 0.02 0.14
H -12.12846 1.67728 -8.10953 -0.61 0.10 -0.31
H -11.71467 2.53018 -6.71691 -0.40 0.67 0.28
H -13.99531 4.25632 -9.27544 -0.14 -0.03 -0.39
H -13.93844 2.49864 -9.48955 -0.24 -0.25 0.11
H -15.85504 2.47283 -7.71438 -0.29 -0.29 -0.32
H -16.34300 4.02900 -10.36615 0.05 0.13 0.11
H -17.63692 3.28810 -9.39254 -0.01 0.08 -0.08
H -16.36992 2.28780 -10.07669 -0.19 0.05 -0.25
H -15.83196 5.34366 -8.04207 -0.07 -0.01 0.00
H -15.22328 4.51521 -6.79080 0.02 -0.16 0.02
C -20.20986 7.39220 -10.12112 1.11 -1.75 -1.61
O -19.95101 8.75040 -9.96185 -0.69 0.14 0.58
C -18.58406 9.07384 -9.93128 0.47 0.63 -0.85
C -18.44287 10.56138 -10.29048 0.80 0.10 0.55
C -16.98584 10.93704 -10.67847 -1.36 -0.73 -0.03
N -18.84629 11.41019 -9.15593 -0.38 -0.36 -0.43
H -21.22203 7.03370 -9.94861 -0.17 0.76 0.54
H -19.48757 6.72950 -9.62405 -0.22 0.29 0.79
H -20.03180 7.05716 -11.15905 -0.10 0.51 -0.21
H -18.13796 8.91489 -8.94343 -0.05 -0.27 0.09
H -18.02201 8.49810 -10.67808 -0.14 -0.26 0.05
H -19.08942 10.75129 -11.14991 -0.10 0.04 0.11
H -16.61419 10.10668 -11.28057 0.43 0.26 -0.07
H -16.38225 11.07578 -9.78394 0.17 0.00 -0.06
H -17.03248 11.84785 -11.26766 0.31 0.09 0.06
H -18.18653 11.20015 -8.41107 -0.13 0.17 0.12
H -19.74818 11.04504 -8.85043 0.06 0.31 0.17
C -24.75339 4.63956 -3.98044 0.36 -0.85 0.08
C -25.77268 4.59466 -2.86850 0.01 0.40 0.88
O -26.48515 5.83034 -2.83249 -0.67 -0.07 -0.27
H -24.16391 5.53060 -3.76671 0.20 -0.01 -0.50
H -25.13407 4.62018 -5.00118 -0.38 0.49 0.14
H -24.10172 3.75785 -3.95314 0.09 0.16 0.30
H -25.25378 4.47166 -1.90723 0.13 -0.06 -0.17
H -26.50528 3.78362 -2.86597 0.03 0.08 -0.57
H -26.10888 6.44421 -2.20167 0.22 -0.11 0.09

***

3.
26
Properties=species:S:1:pos:R:3:forces:R:3 method="wB97M-V/def2-TZVPD" de_lowest_kj_mol=121.2 gap_ha=0.3029 homo_ev=-7.5 fmax_ev_per_a=0.32
C 0.40239 1.19296 -0.01731 0.00 -0.02 -0.01
C -0.95801 1.40506 -0.69486 0.14 -0.05 0.08
C 1.54319 1.45398 -1.01343 -0.10 -0.05 0.10
C 0.52902 2.16329 1.16851 -0.01 -0.11 -0.12
C 0.52112 -0.23005 0.57764 -0.09 -0.10 -0.18
N -0.55887 -0.69087 1.36072 0.02 -0.17 -0.27
H -0.21258 -1.12712 2.20795 0.02 0.01 -0.04
H 1.52390 -0.33374 1.01153 -0.02 0.01 -0.01
H -1.10156 0.75939 -1.56635 0.02 0.00 0.00
H -1.76252 1.20087 0.01085 0.01 0.01 0.02
H -1.04683 2.43690 -1.04154 0.02 -0.02 0.02
H 1.46960 0.82567 -1.90644 -0.02 0.00 0.02
H 2.51963 1.27381 -0.55509 -0.03 0.00 0.01
H 1.52325 2.49140 -1.35414 -0.02 -0.02 0.02
H 1.49713 2.05473 1.66575 -0.02 -0.02 -0.03
H -0.25453 1.96623 1.90044 0.01 -0.01 -0.03
H 0.44207 3.19704 0.82579 0.00 -0.04 -0.01
C -0.58653 -2.23792 0.07599 0.18 0.16 -0.05
N -1.86629 -2.02929 -0.49073 0.11 0.01 0.11
N 0.46974 -1.32085 -0.56869 -0.13 0.09 0.25
N -0.04859 -3.36446 0.39434 -0.12 0.26 0.02
H -2.39557 -2.88910 -0.54974 0.07 0.03 0.04
H -2.36885 -1.30810 0.00989 0.04 -0.03 0.00
H 1.32043 -1.87169 -0.68590 -0.07 0.01 0.04
H 0.14527 -0.98544 -1.47576 -0.01 0.01 0.07
H -0.74601 -4.03270 0.71055 0.00 0.05 -0.05

***

4.
7
Properties=species:S:1:pos:R:3:forces:R:3 method="wB97M-V/def2-TZVPD" de_lowest_kj_mol=0.0 gap_ha=0.3199 homo_ev=-9.1 fmax_ev_per_a=2.69 smiles=BrC#CBr.ClSBr
Br 0.30361 3.03905 0.48740 -0.43 1.67 0.32
C 1.11481 1.49597 0.36622 0.02 -2.64 -0.55
C 1.19848 0.31156 0.12043 0.54 0.44 -0.08
Br 1.47086 -1.39404 -0.43377 -0.07 0.54 0.33
Cl -2.15538 0.35799 -0.22586 -0.15 -0.29 -0.42
S -2.52794 -1.26298 -1.44084 0.34 1.84 -0.86
Br -2.77244 -2.76244 -0.03411 -0.25 -1.56 1.26

***

5.
12
Properties=species:S:1:pos:R:3:forces:R:3 method="wB97M-V/def2-TZVPD" de_lowest_kj_mol=151.2 gap_ha=0.3740 homo_ev=-9.8 fmax_ev_per_a=1.04 smiles="N[C@@H]1N=CC(O)=N1"
N 1.06866 0.16074 -1.92197 -0.16 0.17 0.05
C 0.43344 -0.31381 -0.72658 0.05 -0.56 -0.17
N -0.97893 -0.68145 -0.77965 -0.40 0.23 0.27
C -1.38688 -0.50811 0.42272 -0.12 -0.02 -0.32
C -0.35931 0.20160 1.20152 0.28 0.00 -0.26
O -0.54665 0.56860 2.47232 0.13 0.14 -0.05
N 0.70052 0.40006 0.51129 -0.30 -0.29 0.19
H 1.93102 0.63811 -1.67695 -0.19 -0.10 -0.05
H 0.49232 0.78683 -2.46696 -0.12 0.07 0.16
H 0.70508 -1.37143 -0.57571 1.02 0.11 0.16
H -2.31529 -0.92402 0.79904 -0.06 0.33 -0.06
H 0.25601 1.04288 2.74093 -0.12 -0.08 0.08

***

6.
13
Properties=species:S:1:pos:R:3:forces:R:3 method="wB97M-V/def2-TZVPD" de_lowest_kj_mol=52.5 gap_ha=0.3880 homo_ev=-9.8 fmax_ev_per_a=1.75 smiles="[H]/N=C/N.O.O"
H -0.38077 0.17755 -2.40696 0.31 0.60 -0.11
N -0.14195 0.28101 -1.43303 -0.75 -1.26 0.96
C 0.62713 1.19006 -1.04577 0.31 1.00 -0.90
N 1.10480 1.32985 0.22585 -0.05 0.21 0.30
H 1.01208 1.98629 -1.69875 0.07 -0.18 -0.05
H 0.61494 0.87534 0.98015 -0.18 -0.17 -0.06
H 1.34952 2.27586 0.46050 0.19 0.06 0.06
O -1.30674 0.23012 2.42097 0.54 -0.23 -0.05
H -1.39805 -0.08892 1.51482 -0.17 0.01 0.00
H -0.62792 -0.34403 2.81021 -0.36 0.16 -0.05
O 0.02715 -2.56884 -0.57418 -0.52 -0.12 0.23
H 0.02239 -1.76700 -0.03543 0.22 0.00 -0.37
H -0.83532 -2.50835 -1.01222 0.37 -0.08 0.02